No. 1
Here is a molecular structure, C31H29NOP2ReS5Sb from the OMol25 dataset. Energies are from the ωB97M-V functional and the def2-TZVPD basis.

```
71
Properties=species:S:1:pos:R:3
Re -0.4047 0.6251 0.0692
N -1.6007 -2.0785 1.4205
P -1.5534 -0.3991 1.9371
C -0.8636 -0.4138 3.5786
C -1.4892 -1.2716 4.4941
C -1.0697 -1.2761 5.8109
C -0.0434 -0.4272 6.2184
C 0.5725 0.4223 5.3104
C 0.1661 0.4311 3.9833
C -3.2835 0.0166 2.0665
C -3.6973 0.8282 3.1223
C -5.0379 1.1758 3.2261
C -5.9529 0.7094 2.2953
C -5.5374 -0.0983 1.2378
C -4.2037 -0.4348 1.1114
P -0.2280 -2.6543 0.7728
C -0.4834 -4.1884 -0.0184
C -1.7469 -4.5812 -0.4929
C -1.8916 -5.8248 -1.0740
C -0.7860 -6.6687 -1.1976
C 0.4695 -6.2763 -0.7461
C 0.6290 -5.0383 -0.1463
C 1.1248 -2.6004 1.8821
C 2.1762 -1.6829 1.8164
C 3.1485 -1.7087 2.8039
C 3.0702 -2.6275 3.8411
C 2.0171 -3.5379 3.9078
C 1.0377 -3.5283 2.9344
H -2.5066 -2.5002 1.2440
H -2.3069 -1.9145 4.1895
H -1.5522 -1.9287 6.5261
H 0.2711 -0.4257 7.2538
H 1.3643 1.0828 5.6369
H 0.6460 1.0926 3.2743
H -2.9921 1.1640 3.8716
H -5.3679 1.7976 4.0471
H -6.9983 0.9710 2.3901
H -6.2584 -0.4589 0.5167
H -3.8833 -1.0246 0.2579
H -2.6148 -3.9378 -0.4111
H -2.8636 -6.1503 -1.4193
H -0.9110 -7.6477 -1.6430
H 1.3153 -6.9439 -0.8393
H 1.5964 -4.7390 0.2393
H 2.2514 -0.9642 1.0127
H 3.9757 -1.0130 2.7606
H 3.8372 -2.6442 4.6044
H 1.9681 -4.2580 4.7135
H 0.2201 -4.2392 2.9889
S -0.0718 5.9810 2.1575
Sb 1.1853 5.7022 0.4432
S -1.9791 1.2573 -1.0898
S 0.9390 2.0864 0.7403
S 2.5489 5.6004 -1.2101
C 2.0880 -0.6264 -2.1073
S 1.0658 -2.0391 -1.8179
O 0.1921 -1.4257 -0.3972
C -0.0174 -2.1490 -3.1193
C -0.4622 -1.0592 -3.8925
C -1.2402 -1.3217 -4.9963
C -1.5647 -2.6410 -5.3317
C -1.1234 -3.7154 -4.5631
C -0.3510 -3.4813 -3.4451
H 1.5078 0.2757 -2.2911
H 2.6745 -0.8981 -2.9902
H 2.7503 -0.5163 -1.2505
H -0.1892 -0.0407 -3.6523
H -1.5839 -0.5076 -5.6198
H -2.1598 -2.8294 -6.2166
H -1.3681 -4.7282 -4.8526
H 0.0260 -4.3034 -2.8465
```

Results
**E_tot**: -117537.55028 eV
**LUMO**: -12.207 eV
**Spin multiplicity**: 1
**Gap between HOMO and LUMO**: 6.45 eV
**Charge**: +4



No. 2
Here is a molecular structure, C37H34IrN3O3S3Si from the OMol25 dataset. Energies are from the ωB97M-V functional and the def2-TZVPD basis.

```
82
Properties=species:S:1:pos:R:3
Ir 0.2043 -0.0199 0.5168
O 0.3594 0.6642 2.3594
C 1.3409 0.4696 3.2273
C 1.1389 0.9847 4.5196
C 2.0961 0.8548 5.4948
C 3.3001 0.1971 5.2246
C 3.5136 -0.3103 3.9688
C 2.5545 -0.1825 2.9468
C 2.8337 -0.7400 1.6385
N 1.9860 -0.9070 0.6105
C 2.6868 -1.4989 -0.4366
C 3.9553 -1.6989 -0.0300
N 4.0313 -1.2214 1.2615
H 0.2011 1.4874 4.7132
H 1.9133 1.2611 6.4808
H 4.0494 0.0822 5.9945
H 4.4398 -0.8390 3.7813
H 2.2146 -1.7016 -1.3807
H 4.8032 -2.1206 -0.5382
H 4.8605 -1.1979 1.8286
C -2.2247 -3.9299 2.0328
Si -0.7683 -2.9419 1.4142
C -0.0268 -3.8175 -0.0441
C 0.3831 -2.7800 2.8623
N -1.2157 -1.2589 0.8698
C -2.4953 -0.7614 0.6498
C -3.6595 -1.5347 0.5435
C -4.8904 -0.9253 0.3962
C -5.0015 0.4598 0.3466
C -3.8644 1.2520 0.4038
C -2.6488 0.6195 0.5223
O -1.4348 1.2772 0.4852
C -1.3499 2.6697 0.7289
C -1.6306 3.1214 2.0050
C -1.5287 4.4803 2.2532
C -1.1432 5.3468 1.2367
C -0.8605 4.8590 -0.0297
C -0.9651 3.4995 -0.2998
H -1.7823 -4.7916 2.5420
H -2.8683 -4.3270 1.2489
H -2.8337 -3.4006 2.7664
H 0.2381 -4.8358 0.2532
H 0.8667 -3.3366 -0.4290
H -0.7537 -3.8849 -0.8558
H 0.6365 -3.7921 3.1899
H -0.0990 -2.2722 3.7001
H 1.3149 -2.2657 2.6451
H -3.5993 -2.6086 0.5663
H -5.7769 -1.5393 0.3176
H -5.9714 0.9250 0.2389
H -3.9176 2.3285 0.3222
H -1.9128 2.4180 2.7766
H -1.7435 4.8624 3.2419
H -1.0628 6.4068 1.4362
H -0.5595 5.5319 -0.8208
H -0.7552 3.1019 -1.2834
O 0.2525 -0.4660 -1.4105
C 0.3546 0.1250 -2.6740
C 1.3497 -0.7101 -3.4696
C 1.3124 -2.0651 -3.6318
C 2.3871 -2.5566 -4.4188
C 3.2128 -1.5583 -4.8420
S 2.6985 -0.0300 -4.2802
C 0.8846 1.5474 -2.5302
C 1.8183 1.9716 -1.6271
C 2.1582 3.3417 -1.7805
C 1.4862 3.9232 -2.8122
S 0.4379 2.8201 -3.5898
C -0.9825 0.1127 -3.4055
C -1.3003 -0.4382 -4.6114
C -2.6703 -0.2709 -4.9607
C -3.3696 0.3992 -4.0095
S -2.3708 0.8407 -2.6935
H 0.5345 -2.6800 -3.2022
H 2.5345 -3.5981 -4.6645
H 4.0950 -1.6417 -5.4558
H 2.2740 1.3153 -0.8959
H 2.8723 3.8649 -1.1617
H 1.5534 4.9425 -3.1570
H -0.5791 -0.9385 -5.2392
H -3.1076 -0.6350 -5.8784
H -4.4142 0.6656 -4.0128
```

Results
**E_tot**: -92751.15555 eV
**LUMO (alpha / beta)**: -3.447 / -4.643 eV
**Energy above the lowest of the compared OMol25 structures with the same formula, charge and spin**: 0.000 eV
**Spin multiplicity**: 2
**Gap between HOMO and LUMO (alpha / beta)**: 7.19 / 5.87 eV
**Charge**: +1



No. 3
Here is a molecular structure, C34H42BKN10O5S from the OMol25 dataset. Energies are from the ωB97M-V functional and the def2-TZVPD basis.

```
94
Properties=species:S:1:pos:R:3
K -0.4090 -2.0157 0.3478
C -3.9932 -1.9267 -0.0505
C -3.6849 -1.7607 1.4021
C -4.3548 -2.3122 2.5041
C -3.6433 -1.8872 3.6077
C -3.8790 -2.2295 5.0423
N -2.6212 -1.1220 3.1717
N -2.6414 -1.0461 1.8148
B -1.5529 -0.3969 4.0321
N -1.3889 1.0746 3.5583
N -0.5818 1.4396 2.5380
C -0.7016 2.7499 2.4080
C 0.0649 3.4677 1.3430
C -1.6104 3.2602 3.3575
C -2.0245 2.1510 4.0713
C -3.0083 2.0768 5.1937
N -0.2162 -1.1531 4.0831
N 0.5532 -1.3299 2.9801
C 1.5883 -2.0605 3.3508
C 2.5931 -2.5176 2.3441
C 1.5160 -2.3531 4.7272
C 0.3513 -1.7533 5.1546
C -0.2222 -1.7283 6.5349
H -4.9838 -2.3683 -0.1731
H -3.9736 -0.9658 -0.5645
H -3.2632 -2.5772 -0.5413
H -5.2056 -2.9741 2.4965
H -4.7989 -2.8089 5.1250
H -3.0641 -2.8374 5.4392
H -3.9669 -1.3416 5.6709
H -1.9883 -0.3584 5.1537
H 0.6944 2.7553 0.8102
H -0.5928 3.9501 0.6130
H 0.7111 4.2430 1.7610
H -1.9209 4.2823 3.5120
H -3.4220 3.0693 5.3777
H -3.8303 1.3975 4.9604
H -2.5443 1.7173 6.1139
H 2.6801 -1.7759 1.5477
H 3.5780 -2.6494 2.7978
H 2.2590 -3.4590 1.8983
H 2.2015 -2.9369 5.3213
H 0.4444 -2.2710 7.2064
H -0.3329 -0.7090 6.9103
H -1.2053 -2.1985 6.5799
O -1.5204 -5.2274 1.1104
C -0.6481 -4.7656 0.3568
O 0.4999 -4.3317 0.6973
C -0.9856 -4.6065 -1.1551
O -0.9033 -5.6096 -1.8824
O -1.2978 -3.4237 -1.5224
C 4.4509 1.0009 -5.9654
C 3.2329 1.4868 -5.1931
N 3.5683 2.4266 -4.1263
C 3.8047 3.8026 -4.5418
C 2.5144 4.5868 -4.7483
C 3.2467 2.2454 -2.8023
O 3.2330 3.1876 -2.0248
C 2.9950 0.8505 -2.3280
C 3.8826 -0.1905 -2.5743
C 3.5984 -1.4474 -2.0756
C 2.4251 -1.6240 -1.3523
N 1.5784 -0.6297 -1.1014
C 1.8636 0.5804 -1.5678
H 4.1454 0.2764 -6.7223
H 5.1677 0.5163 -5.3022
H 4.9629 1.8197 -6.4751
H 2.6866 0.6484 -4.7733
H 2.5345 1.9781 -5.8750
H 4.3899 3.7747 -5.4640
H 4.4116 4.2829 -3.7762
H 1.8782 4.1124 -5.4984
H 2.7332 5.6014 -5.0872
H 1.9609 4.6434 -3.8117
H 4.7834 -0.0086 -3.1479
H 4.2624 -2.2855 -2.2391
H 2.1500 -2.6015 -0.9604
H 1.1548 1.3704 -1.3379
N -2.5049 1.4303 0.1745
C -1.9695 1.2304 -1.0446
N -1.6295 0.0659 -1.4885
C -1.2376 0.1244 -2.8087
C -0.8622 -0.9864 -3.5678
C -0.5140 -0.7844 -4.8921
C -0.5392 0.4896 -5.4703
C -0.9055 1.5989 -4.7227
C -1.2549 1.4018 -3.3940
S -1.7619 2.5669 -2.1939
H -2.3697 0.6626 0.8479
H -2.5244 2.3561 0.5655
H -0.8728 -1.9720 -3.0962
H -0.2282 -1.6382 -5.4951
H -0.2695 0.6163 -6.5130
H -0.9253 2.5872 -5.1666
```

Results
**E_tot**: -88922.75347 eV
**LUMO**: 3.663 eV
**Energy above the lowest of the compared OMol25 structures with the same formula, charge and spin**: 0.084 eV
**Spin multiplicity**: 1
**Gap between HOMO and LUMO**: 4.78 eV
**Charge**: -2



No. 4
Here is 8 unconnected molecules or ions with the total composition C34H43N5O3 in a non-equilibrium geometry from the OMol25 dataset. Energies are from the ωB97M-V functional and the def2-TZVPD basis.

```
85
Properties=species:S:1:pos:R:3
C -4.8706 14.2787 17.5819
C -4.7804 13.8500 18.8851
C -5.9721 13.5175 19.4888
N -7.1938 13.5417 18.9452
C -7.2517 14.0725 17.7090
C -6.1080 14.5206 17.0048
H -4.0465 14.5267 16.9293
H -3.8212 13.7394 19.3690
H -5.8211 13.1540 20.4945
H -8.2297 14.0598 17.2509
H -6.1310 14.9048 15.9958
C 1.2687 18.8346 18.7106
C 0.0063 18.4227 18.3319
C -1.0987 19.1804 18.7034
N -1.0114 20.3386 19.4067
C 0.2624 20.7882 19.7495
C 1.3873 20.0576 19.3312
H 2.2118 18.3483 18.5093
H -0.1482 17.4760 17.8355
H -2.0636 18.9540 18.2741
H 0.2851 21.7662 20.2072
H 2.3262 20.5385 19.5627
C -10.2714 20.9157 22.0851
C -10.8582 20.0911 21.1520
C -10.0738 19.6527 20.0538
N -8.7776 19.9186 19.9284
C -8.1907 20.7732 20.7793
C -8.9493 21.3003 21.8987
H -10.8307 21.2064 22.9620
H -11.8700 19.7352 21.2786
H -10.3908 18.9842 19.2670
H -7.1238 20.9392 20.7578
H -8.4462 21.9820 22.5685
C -4.7870 21.2896 24.7410
C -4.3116 20.0164 24.7050
C -3.8381 19.4288 25.8819
N -3.8746 20.0445 27.0835
C -4.4105 21.2933 27.1286
C -4.8633 21.9629 26.0040
H -5.2581 21.7838 23.9042
H -4.3135 19.4215 23.8037
H -3.4174 18.4380 25.9695
H -4.4412 21.7300 28.1159
H -5.2535 22.9665 26.0874
C -1.6982 12.5667 24.1678
C -1.8489 13.9352 23.8293
C -2.8243 14.3240 22.8663
N -3.5813 13.5003 22.1788
C -3.5146 12.1830 22.5977
C -2.5558 11.6897 23.5432
H -1.0350 12.2601 24.9631
H -1.3379 14.6471 24.4605
H -2.8542 15.3635 22.5750
H -4.1619 11.4850 22.0876
H -2.4831 10.6356 23.7669
C -2.7384 21.2013 14.0522
C -2.6457 20.5715 15.4257
C -3.4780 21.0900 16.4953
O -1.7056 19.8644 15.7558
H -3.7619 21.4488 13.7707
H -2.4957 20.3841 13.3730
H -2.0764 22.0622 13.9588
H -4.3284 20.4465 16.7205
H -3.7923 22.0703 16.1371
H -2.8708 21.2582 17.3848
C -8.2481 19.3413 16.4256
C -8.3917 17.7921 16.4895
C -9.6277 17.3133 17.1880
O -7.6174 17.0241 15.8998
H -7.2908 19.6592 16.0124
H -8.2617 19.7823 17.4223
H -9.0294 19.8565 15.8669
H -9.8384 16.2803 16.9113
H -10.5844 17.7759 16.9453
H -9.5930 17.4440 18.2696
C -4.7823 17.0098 20.5013
C -5.1860 18.4726 20.3697
C -5.5322 19.0623 18.9697
O -5.1950 19.1298 21.4310
H -5.4369 16.4628 19.8227
H -4.7945 16.6686 21.5364
H -3.8259 16.8474 20.0042
H -4.6208 19.0608 18.3718
H -6.0076 20.0406 19.0403
H -6.1974 18.4011 18.4144
```

Results
**SMILES**: c1ccncc1.c1ccncc1.c1ccncc1.c1ccncc1.c1ccncc1.CC(C)=O.CC(C)=O.CC(C)=O
**E_tot**: -49545.34943 eV
**LUMO**: 0.578 eV
**Spin multiplicity**: 1
**Gap between HOMO and LUMO**: 9.78 eV



Question: Which of these has the highest E_tot?
Answer: C34H43N5O3



Question: Among the records above, which one has the lowest E_tot?
Answer: C31H29NOP2ReS5Sb